{
  "formula": "C8H11FO2S",
  "method": "ωB97M-V/def2-TZVPD",
  "multiplicity": 3,
  "gap_ev": [9.871, 6.912],
  "symbols": ["C", "C", "C", "C", "C", "C", "C", "C", "O", "O", "F", "S", "H", "H", "H", "H", "H", "H", "H", "H", "H", "H", "H"],
  "xyz": [[1.299288, 0.493295, -1.348104], [1.307490, 0.742006, 1.207116], [-0.023958, -0.190973, -1.231725], [0.015654, -0.162211, 1.224869], [1.973553, 0.870880, -0.084761], [-0.844538, 0.070550, 0.039151], [-1.996196, -0.891496, -0.004450], [-1.270641, 1.510655, 0.178104], [1.782089, 0.854611, -2.373704], [1.585754, 1.457869, 2.175298], [3.239245, 1.318844, -0.125893], [2.505033, -2.376092, 0.062573], [-0.597302, 0.188333, -2.035038], [0.100599, -1.285921, -1.196547], [0.422724, -1.210163, 1.167982], [-0.539183, -0.039718, 2.113154], [-1.896132, -1.764513, -0.492552], [-2.855316, -0.378808, -0.535229], [-2.176697, -1.308149, 1.015039], [-1.909965, 1.756123, 1.072129], [-1.830453, 1.746346, -0.688337], [-0.380740, 2.163123, 0.309918], [2.089684, -3.564588, -0.449004]],
  "atomic_forces_ev_per_a": [[0.165, 0.419, 2.079], [-1.491, 1.045, 1.399], [-0.017, -0.220, 1.166], [3.244, -1.399, -0.576], [0.911, -0.656, 0.361], [0.803, 0.180, -0.144], [-2.206, 2.551, 2.039], [-0.108, 0.854, 1.059], [0.719, 0.256, -2.000], [0.264, -1.142, -1.115], [-1.551, -0.214, -0.036], [0.044, -0.505, -0.125], [-0.607, -0.257, -1.335], [0.214, 0.445, -0.784], [-0.431, 0.548, 0.355], [-0.276, 0.279, 1.252], [1.203, -2.881, -2.331], [0.451, -0.657, 1.178], [-0.762, 1.021, -0.397], [0.500, -0.696, -0.741], [-0.547, 0.859, -0.960], [-0.642, -0.178, -0.491], [0.120, 0.349, 0.146]]
}